{"formula": "C60H160AsF9N14O16V", "method": "ωB97M-V with the def2-TZVPD basis set", "spin_multiplicity": 3, "total_charge": 1, "orbital_gap_ev": [4.978, 6.166], "homo_ev": [-10.18, -10.18], "symbols": ["V", "C", "O", "O", "C", "F", "F", "F", "C", "C", "H", "H", "H", "H", "H", "H", "As", "F", "F", "F", "F", "F", "F", "C", "C", "C", "O", "C", "N", "H", "H", "H", "H", "H", "H", "H", "H", "H", "H", "H", "C", "C", "C", "O", "C", "N", "H", "H", "H", "H", "H", "H", "H", "H", "H", "H", "H", "C", "C", "C", "O", "C", "N", "H", "H", "H", "H", "H", "H", "H", "H", "H", "H", "H", "C", "C", "C", "O", "C", "N", "H", "H", "H", "H", "H", "H", "H", "H", "H", "H", "H", "C", "C", "C", "O", "C", "N", "H", "H", "H", "H", "H", "H", "H", "H", "H", "H", "H", "C", "C", "C", "O", "C", "N", "H", "H", "H", "H", "H", "H", "H", "H", "H", "H", "H", "C", "C", "C", "O", "C", "N", "H", "H", "H", "H", "H", "H", "H", "H", "H", "H", "H", "C", "C", "C", "O", "C", "N", "H", "H", "H", "H", "H", "H", "H", "H", "H", "H", "H", "C", "C", "C", "O", "C", "N", "H", "H", "H", "H", "H", "H", "H", "H", "H", "H", "H", "C", "C", "C", "O", "C", "N", "H", "H", "H", "H", "H", "H", "H", "H", "H", "H", "H", "C", "C", "C", "O", "C", "N", "H", "H", "H", "H", "H", "H", "H", "H", "H", "H", "H", "C", "C", "C", "O", "C", "N", "H", "H", "H", "H", "H", "H", "H", "H", "H", "H", "H", "C", "C", "C", "O", "C", "N", "H", "H", "H", "H", "H", "H", "H", "H", "H", "H", "H", "C", "C", "C", "O", "C", "N", "H", "H", "H", "H", "H", "H", "H", "H", "H", "H", "H"], "xyz": [[9.223, -18.291, 14.765], [12.328, -16.703, 14.464], [12.222, -15.942, 15.667], [11.016, -17.243, 14.247], [13.128, -15.879, 13.342], [14.253, -15.370, 13.777], [13.492, -16.702, 12.402], [12.389, -14.900, 12.747], [13.313, -15.660, 16.584], [12.610, -15.164, 17.827], [13.373, -14.642, 18.404], [11.790, -14.462, 17.676], [12.214, -16.047, 18.329], [14.027, -14.968, 16.137], [13.969, -16.452, 16.947], [12.960, -17.547, 14.740], [12.869, -20.988, 16.999], [13.043, -22.540, 16.184], [14.458, -20.344, 16.577], [12.523, -19.369, 17.792], [11.121, -21.410, 17.397], [13.470, -21.603, 18.570], [12.102, -20.336, 15.438], [16.488, -21.674, 20.970], [16.885, -20.844, 22.223], [16.851, -21.774, 23.474], [15.557, -22.273, 23.738], [15.501, -23.221, 24.766], [18.207, -20.273, 21.950], [16.071, -21.016, 20.208], [15.785, -22.451, 21.270], [17.318, -22.188, 20.485], [16.188, -20.035, 22.440], [17.341, -21.198, 24.259], [17.488, -22.656, 23.405], [15.984, -22.786, 25.640], [15.962, -24.164, 24.472], [14.457, -23.183, 25.078], [18.257, -19.999, 20.979], [18.900, -21.007, 21.978], [5.626, -24.201, 22.072], [6.273, -23.838, 20.773], [7.228, -24.922, 20.223], [8.246, -25.164, 21.202], [9.409, -25.908, 20.774], [5.163, -23.477, 19.850], [5.072, -23.315, 22.381], [6.329, -24.490, 22.853], [4.952, -25.057, 22.040], [6.979, -23.014, 20.884], [7.653, -24.565, 19.285], [6.756, -25.895, 20.086], [10.084, -25.339, 20.135], [9.181, -26.778, 20.158], [9.757, -26.271, 21.741], [4.468, -23.028, 20.429], [4.818, -24.401, 19.632], [9.923, -18.465, 19.116], [9.234, -18.183, 17.705], [9.229, -16.650, 17.404], [8.943, -16.412, 16.016], [8.960, -15.092, 15.759], [9.925, -18.883, 16.750], [9.128, -18.369, 19.855], [10.726, -17.758, 19.328], [10.243, -19.506, 19.162], [8.307, -18.757, 17.705], [10.235, -16.284, 17.611], [8.552, -16.178, 18.115], [8.302, -14.617, 16.487], [8.424, -15.012, 14.813], [9.956, -14.654, 15.706], [9.845, -19.844, 17.047], [10.910, -18.954, 16.961], [9.165, -25.749, 17.314], [9.351, -25.991, 15.818], [10.159, -27.281, 15.366], [10.059, -27.447, 13.973], [10.886, -26.469, 13.229], [8.006, -26.053, 15.266], [8.458, -26.507, 17.651], [8.868, -24.799, 17.759], [10.017, -25.933, 17.969], [9.773, -25.104, 15.344], [9.970, -28.249, 15.829], [11.203, -27.093, 15.619], [10.367, -26.397, 12.273], [11.936, -26.754, 13.160], [10.818, -25.465, 13.647], [7.815, -27.034, 15.413], [8.178, -25.985, 14.273], [13.159, -25.316, 19.093], [14.505, -25.641, 19.843], [15.091, -27.017, 19.389], [14.417, -28.117, 19.874], [15.227, -29.274, 19.717], [15.473, -24.634, 19.510], [13.222, -25.241, 18.007], [12.687, -24.368, 19.351], [12.553, -26.221, 19.122], [14.440, -25.666, 20.931], [16.130, -27.022, 19.720], [15.143, -27.077, 18.302], [16.195, -29.132, 20.198], [15.461, -29.642, 18.718], [14.720, -30.076, 20.253], [14.948, -24.051, 18.874], [15.396, -23.947, 20.246], [17.397, -22.007, 15.486], [18.649, -22.100, 16.326], [18.463, -21.722, 17.748], [19.554, -21.785, 18.576], [20.354, -20.619, 18.722], [19.280, -23.411, 16.147], [17.195, -20.951, 15.308], [16.504, -22.508, 15.860], [17.616, -22.501, 14.540], [19.368, -21.343, 16.011], [17.907, -22.534, 18.219], [17.759, -20.891, 17.787], [21.329, -20.889, 19.127], [19.865, -19.808, 19.262], [20.470, -20.247, 17.704], [20.133, -23.440, 16.686], [18.701, -24.110, 16.590], [7.181, -18.024, 10.979], [8.468, -18.190, 11.710], [9.792, -18.118, 10.854], [10.717, -19.176, 11.197], [12.000, -19.086, 10.523], [8.493, -17.232, 12.879], [7.335, -17.159, 10.333], [6.240, -17.965, 11.526], [6.777, -18.863, 10.413], [8.476, -19.217, 12.077], [10.204, -17.112, 10.929], [9.564, -18.235, 9.795], [12.609, -19.955, 10.773], [12.517, -18.228, 10.953], [11.974, -18.940, 9.444], [9.081, -16.491, 12.527], [7.628, -16.711, 12.860], [20.193, -20.865, 12.516], [19.389, -19.854, 11.613], [18.132, -19.315, 12.387], [17.073, -20.275, 12.248], [15.950, -19.829, 12.998], [20.029, -18.732, 11.051], [19.601, -21.765, 12.682], [20.418, -20.496, 13.517], [21.114, -21.107, 11.987], [19.036, -20.407, 10.742], [17.765, -18.364, 12.001], [18.442, -19.305, 13.432], [16.187, -19.594, 14.036], [15.130, -20.529, 12.835], [15.476, -18.937, 12.589], [20.535, -18.286, 11.803], [20.667, -19.015, 10.320], [17.072, -16.641, 14.835], [18.028, -16.769, 16.039], [17.833, -18.102, 16.820], [16.526, -18.170, 17.434], [16.385, -17.835, 18.784], [19.380, -16.739, 15.574], [17.242, -17.343, 14.019], [17.200, -15.721, 14.266], [16.032, -16.724, 15.150], [17.922, -15.984, 16.787], [18.594, -18.099, 17.600], [17.951, -18.991, 16.200], [16.758, -18.545, 19.522], [15.310, -17.690, 18.886], [16.875, -16.890, 19.018], [19.814, -15.991, 16.096], [19.863, -17.573, 15.876], [15.993, -27.927, 10.933], [15.765, -26.444, 10.987], [15.899, -25.879, 12.519], [14.611, -26.131, 13.201], [14.714, -25.612, 14.466], [16.898, -25.721, 10.362], [17.044, -28.191, 10.822], [15.486, -28.273, 10.032], [15.649, -28.325, 11.888], [14.877, -26.015, 10.522], [16.004, -24.796, 12.452], [16.820, -26.342, 12.873], [13.746, -25.809, 14.926], [14.916, -24.541, 14.461], [15.484, -26.079, 15.081], [17.840, -25.935, 10.657], [16.854, -24.747, 10.624], [13.606, -19.736, 23.694], [12.988, -20.351, 22.518], [11.734, -21.050, 22.882], [11.143, -21.781, 21.855], [9.720, -21.894, 21.827], [12.694, -19.296, 21.585], [14.500, -19.218, 23.348], [14.065, -20.435, 24.394], [12.842, -19.130, 24.181], [13.783, -20.970, 22.104], [11.026, -20.264, 23.146], [11.743, -21.659, 23.786], [9.330, -22.137, 22.815], [9.312, -22.699, 21.214], [9.151, -21.020, 21.510], [13.570, -18.985, 21.190], [12.288, -19.586, 20.706], [11.817, -16.067, 23.204], [10.336, -16.526, 23.139], [9.212, -15.481, 22.841], [9.083, -14.565, 23.881], [8.289, -13.394, 23.709], [10.211, -17.646, 22.259], [12.120, -15.559, 22.289], [12.468, -16.875, 23.538], [11.935, -15.275, 23.944], [10.242, -16.976, 24.127], [8.272, -15.997, 22.645], [9.360, -15.003, 21.873], [7.379, -13.550, 23.129], [8.765, -12.628, 23.096], [7.925, -13.046, 24.676], [9.501, -18.306, 22.542], [11.039, -18.223, 22.224], [9.965, -21.914, 12.618], [9.254, -21.209, 13.684], [9.079, -21.990, 15.059], [8.600, -21.114, 16.139], [7.634, -21.793, 16.962], [10.059, -20.023, 13.834], [9.836, -21.428, 11.651], [9.372, -22.777, 12.315], [10.979, -22.233, 12.863], [8.254, -20.980, 13.316], [10.026, -22.477, 15.289], [8.619, -22.963, 14.890], [6.939, -22.349, 16.332], [7.015, -21.159, 17.596], [8.034, -22.605, 17.569], [10.853, -20.364, 14.358], [10.553, -19.849, 12.971], [8.676, -22.833, 7.670], [9.541, -22.489, 8.932], [11.065, -22.772, 8.814], [11.731, -22.514, 10.023], [13.058, -22.831, 10.172], [9.158, -21.016, 9.030], [7.638, -22.595, 7.902], [8.709, -23.921, 7.612], [9.091, -22.443, 6.741], [9.018, -23.019, 9.728], [11.552, -22.169, 8.048], [11.005, -23.853, 8.688], [13.389, -22.310, 11.071], [13.625, -22.444, 9.325], [13.089, -23.917, 10.258], [9.983, -20.568, 9.403], [9.022, -20.725, 8.072]], "forces_ev_per_a": [[5.3, 2.3, 0.2], [-0.8, -0.7, 2.5], [0.1, 0.1, -0.3], [-0.3, -0.1, -0.8], [-2.4, -0.2, 0.4], [0.3, 0.8, 1.1], [0.1, -1.6, -1.7], [0.2, -0.3, 0.6], [-0.4, 0.6, -0.4], [0.5, 0.3, 0.0], [-0.2, -0.2, 0.5], [0.1, 0.0, -0.4], [0.1, 0.2, 0.4], [-0.4, 0.5, 0.0], [-0.4, -1.1, -0.7], [0.5, -0.3, -0.6], [-0.4, 0.3, 0.9], [0.1, 1.4, 0.7], [-1.7, -0.9, 0.0], [0.2, -1.4, -0.8], [1.9, 0.2, -0.1], [-0.8, 0.5, -1.9], [1.4, -0.3, 1.5], [-0.7, 0.3, 0.5], [0.1, -2.0, -0.9], [1.0, 0.2, -0.4], [0.1, 1.2, -0.9], [-0.1, 1.4, 0.7], [0.3, 0.3, 0.9], [-0.3, -0.1, -0.1], [-0.4, 0.3, -0.2], [0.4, 0.1, 0.4], [-0.1, 0.0, -0.3], [-0.6, 0.2, 0.8], [0.5, -0.1, -0.7], [0.6, -0.3, 0.3], [-0.4, -0.2, 0.2], [-0.1, -1.1, -0.3], [-0.3, 0.3, -0.2], [0.2, -0.3, 0.3], [0.5, -0.2, 1.3], [0.5, -0.5, -0.4], [0.0, -0.2, 0.6], [0.1, 0.4, -0.6], [-1.3, 0.0, 0.4], [1.6, -0.5, -0.4], [-0.1, -0.1, 0.4], [0.2, 0.4, 0.1], [-0.2, 0.1, -0.6], [-0.4, 0.5, 0.3], [0.0, -0.1, -0.1], [-0.5, 0.0, -0.5], [0.3, 0.5, 0.6], [-0.6, -0.3, 0.1], [0.9, 0.2, -0.4], [-0.3, 0.0, -0.1], [-0.8, 0.0, -0.5], [-1.8, 0.6, -0.7], [-0.2, 1.6, 3.4], [0.4, -2.2, 0.9], [-0.4, -4.2, 1.5], [-1.2, 2.6, -1.5], [2.0, -1.7, -3.3], [0.4, 0.3, 0.3], [0.0, -0.2, 0.1], [0.3, 0.1, -0.1], [-1.1, 1.2, 0.4], [0.0, 0.0, -0.2], [-0.4, 0.4, -0.5], [0.3, 0.5, 0.1], [0.3, 0.6, -0.3], [0.0, -0.1, 0.1], [-1.0, -1.1, -0.9], [1.2, 1.5, -0.6], [0.9, -1.3, 1.1], [-0.1, 0.2, 0.5], [1.1, 1.6, 0.4], [0.9, 1.1, -0.8], [-1.6, -0.7, 0.4], [0.1, -0.1, -0.3], [-0.4, 0.1, 0.1], [-0.5, 0.3, -1.2], [0.7, -0.4, -0.5], [0.7, -0.1, 0.1], [-0.9, 0.2, 0.2], [0.4, 0.1, 0.2], [0.5, -0.2, -0.2], [-0.1, -0.2, -0.1], [0.1, 0.0, 0.4], [-1.1, -0.3, -0.2], [-0.5, -0.2, -0.5], [0.4, -1.3, 0.2], [-1.0, -1.3, -1.3], [0.3, 1.6, -0.2], [-0.1, -1.1, 0.0], [-0.3, -0.5, 1.1], [0.0, 1.7, -0.2], [1.1, 0.1, -0.3], [-0.2, -0.3, 0.7], [-0.8, 0.3, 0.8], [-0.7, -0.3, 0.0], [0.2, 0.0, 0.2], [-0.1, 0.3, -0.4], [0.1, 0.2, 0.2], [-0.5, 0.5, -0.5], [0.0, 0.0, -0.1], [0.5, 0.1, -1.2], [0.8, -0.1, 0.7], [0.3, 0.2, -0.4], [1.2, -0.3, -0.3], [-2.8, -1.8, 0.9], [1.8, 0.8, 1.4], [-0.4, -0.2, -1.6], [0.1, 0.1, 0.0], [-0.4, -0.1, -0.1], [0.0, 0.1, 0.5], [0.0, 0.3, -0.2], [0.2, 0.0, -0.9], [-0.9, -0.2, -0.3], [0.5, 0.9, 0.5], [-0.3, 0.0, 0.1], [-0.1, -0.1, 0.5], [0.6, 0.4, -0.1], [0.3, 0.1, 0.0], [-0.4, -0.2, 0.0], [-0.9, 0.2, -1.5], [0.7, -1.8, 0.5], [-0.5, -0.4, -0.2], [-0.3, 0.7, -0.5], [0.1, 0.8, 1.0], [0.2, -0.5, -0.5], [-0.8, 0.1, -0.3], [0.4, 1.0, 1.1], [1.3, -0.3, -0.8], [0.1, 0.0, 0.4], [0.5, 0.1, 0.3], [-0.4, -0.1, -0.1], [-0.5, -0.2, -0.1], [0.1, 0.1, -0.2], [-0.5, -0.2, -0.1], [1.1, 0.2, 0.7], [-0.8, -0.4, 0.3], [-0.5, 0.7, -0.8], [-2.0, -1.2, 0.9], [0.5, -2.0, -0.8], [-0.3, 0.6, 0.6], [-0.4, -0.1, -0.9], [1.2, 1.0, 0.1], [0.0, -0.1, -0.2], [0.2, 0.4, -0.1], [0.1, -0.2, 0.2], [-0.4, -0.4, 0.2], [0.4, 0.2, 0.1], [-0.3, 0.6, 0.4], [-0.1, -0.4, 0.2], [0.3, -0.6, 0.7], [0.5, 0.7, -0.3], [0.5, 0.5, -0.3], [0.3, 0.2, 0.1], [-0.3, 0.3, 0.1], [-1.2, -1.5, -0.4], [-1.2, 1.1, 0.8], [0.7, -0.7, -1.1], [-0.1, 0.8, -0.2], [1.3, 0.5, 0.0], [0.3, -0.6, 0.6], [0.0, 0.5, 0.6], [-0.1, 0.0, 0.0], [-0.6, 0.2, -0.2], [0.2, -0.2, 0.2], [0.0, 0.1, -0.2], [0.0, -0.5, -0.2], [0.0, -0.1, 0.5], [0.1, 0.3, 0.0], [0.6, 0.1, -0.3], [0.3, -0.2, -0.2], [-0.5, 0.2, -0.3], [2.8, 2.6, 2.7], [-3.0, -1.1, -2.8], [2.6, -0.4, -1.5], [-0.8, 0.2, 1.5], [0.0, 0.6, -1.1], [0.1, 0.3, 0.1], [-0.1, -0.7, 0.4], [-0.4, -0.6, -0.4], [-0.2, -0.6, 0.1], [0.1, 0.1, 0.2], [-0.3, -0.2, 0.9], [0.0, 0.3, 0.4], [-0.1, 0.3, 0.0], [0.2, -0.2, 0.0], [-0.1, -1.0, 0.2], [-0.4, 0.3, -0.3], [0.8, 0.4, 1.4], [0.9, -1.4, -1.1], [-2.0, 0.1, 0.9], [-0.7, -0.9, -2.1], [-0.1, -0.1, 1.1], [0.1, 1.2, -1.3], [-0.3, 0.9, 0.2], [-0.6, -0.3, 0.0], [0.5, 0.5, 0.3], [-0.4, -0.9, -0.2], [-0.1, 0.6, 0.2], [0.7, -0.3, 0.2], [0.1, 0.0, 0.4], [1.0, -0.3, -0.3], [0.5, 0.7, -0.1], [0.5, 0.6, 0.4], [-0.7, -0.9, 0.1], [-1.0, 1.3, -0.1], [0.6, -0.1, 1.4], [0.5, -0.5, -0.4], [0.0, 0.8, 0.9], [-0.4, -0.7, -0.8], [-0.4, -0.7, -1.7], [0.3, -0.6, -0.4], [0.0, -0.1, -0.5], [-0.3, 0.0, 0.3], [-0.8, 0.8, 0.7], [-0.3, -0.5, 0.4], [0.7, 0.4, -0.2], [-0.3, -0.7, -0.1], [0.6, 0.2, 0.5], [0.6, 0.1, 0.0], [-0.5, 0.3, 0.2], [0.6, 0.3, -0.2], [-1.1, -2.8, -1.7], [-1.3, -0.7, 1.4], [1.3, 0.5, -0.9], [-0.5, -1.4, -1.3], [-0.8, -1.2, -0.4], [-0.5, 1.7, 1.5], [0.8, 0.8, 0.3], [0.2, -0.9, 0.5], [0.0, 0.2, -0.2], [-0.3, 0.3, 0.1], [0.9, 1.0, 0.7], [-1.7, 0.5, 0.1], [-0.2, 0.2, -0.3], [0.5, 0.5, -0.1], [0.7, 0.4, 0.2], [0.4, 0.4, 1.1], [-0.4, 0.8, -0.9], [1.3, -2.1, 1.1], [-1.6, 2.5, -1.7], [-1.4, -0.6, 0.9], [-2.6, 1.5, 0.9], [0.2, -0.2, -0.4], [1.0, -1.1, 1.0], [0.2, 0.4, -0.3], [-0.2, -0.2, -0.5], [-0.3, 0.3, 0.1], [0.7, -0.1, 0.4], [-0.2, -0.4, -0.6], [0.9, -0.3, -0.8], [0.2, -0.4, 0.1], [0.4, -0.3, -0.1], [0.9, -0.1, 0.1], [0.0, 0.6, 0.1], [0.1, 0.5, 0.0]]}